No. 1
Density functional theory data (ωB97M-V/def2-TZVPD) for a structure of composition C26H23IN2NiO5Se in a non-equilibrium geometry.

LUMO level (spin up / spin down) ... -1.4 / -1.4 eV
Maximum force ... 1.7 eV/A
Energy relative to the best compared isomer or geometry (same formula, charge and spin) ... 23.0 kcal/mol
E_HOMO (spin up / spin down) ... -8.3 / -8.3 eV

Geometry as XYZ:
```
59
Properties=species:S:1:pos:R:3:nbo_charge:R:1
Ni 1.259 -0.083 -0.141 1.0050
C -3.127 4.218 5.085 -0.6267
C -2.190 3.551 4.115 0.0054
C -1.223 2.658 4.558 -0.2285
C -0.394 1.989 3.667 0.0232
C 0.634 1.002 4.151 -0.6447
C -0.544 2.239 2.300 -0.1062
C -1.464 3.174 1.831 0.0296
C -1.574 3.464 0.359 -0.6393
C -2.279 3.817 2.753 -0.2236
C 0.229 1.385 1.348 0.7573
O 1.245 1.791 0.742 -0.7336
O -0.154 0.177 1.188 -0.6524
H -3.115 3.711 6.049 0.2127
H -4.148 4.206 4.703 0.2182
H -2.846 5.261 5.246 0.2192
H -1.126 2.458 5.620 0.2015
H 0.750 1.058 5.232 0.2159
H 1.604 1.191 3.687 0.2212
H 0.337 -0.016 3.888 0.2301
H -1.592 2.540 -0.219 0.2294
H -0.713 4.045 0.024 0.2288
H -2.477 4.031 0.137 0.2168
H -3.016 4.530 2.399 0.2044
O 2.460 -1.138 -2.434 -0.4105
C 2.403 -0.495 -1.515 0.5539
C 0.519 -4.361 0.760 -0.4219
N 1.803 -4.122 0.134 -0.3613
C 2.607 -3.065 0.357 0.2817
Se 2.293 -1.668 1.535 -0.1554
N 3.697 -3.214 -0.424 -0.5327
C 3.576 -4.347 -1.212 0.1038
C 4.382 -4.900 -2.194 -0.2208
C 3.923 -6.055 -2.803 -0.1957
C 2.710 -6.642 -2.436 -0.2022
C 1.911 -6.096 -1.447 -0.2250
C 2.364 -4.931 -0.847 0.1653
H 0.315 -3.557 1.461 0.2610
H 0.539 -5.309 1.297 0.2139
H -0.264 -4.385 0.003 0.2300
H 4.439 -2.537 -0.461 0.4405
H 5.322 -4.445 -2.476 0.2296
H 4.516 -6.512 -3.584 0.2266
H 2.387 -7.543 -2.939 0.2268
H 0.975 -6.553 -1.158 0.2318
I -3.145 5.024 -5.800 0.1158
C -2.496 3.459 -4.543 -0.1269
C -3.307 2.351 -4.362 -0.2624
C -2.873 1.325 -3.534 -0.1558
C -1.641 1.413 -2.900 -0.1573
C -0.841 2.533 -3.092 -0.1653
C -1.266 3.565 -3.916 -0.2648
C -1.180 0.270 -1.990 0.7830
O -1.943 -0.655 -1.767 -0.6528
O 0.021 0.430 -1.563 -0.8397
H -4.267 2.289 -4.855 0.2232
H -3.485 0.448 -3.372 0.2406
H 0.112 2.589 -2.587 0.2367
H -0.643 4.438 -4.059 0.2228
```

---

No. 2
Density functional theory data (ωB97M-V/def2-TZVPD) for a cluster of 2 separate species, C8H8O2S2 in total in a non-equilibrium geometry.

LUMO level ... -0.3 eV
SMILES ... O=C=C1C=CC=CC1.OC(=S)S
Maximum force ... 2.8 eV/A
Energy relative to the best compared isomer or geometry (same formula, charge and spin) ... 86.2 kcal/mol
E_HOMO ... -7.9 eV

Geometry as XYZ:
```
20
Properties=species:S:1:pos:R:3:nbo_charge:R:1
O 2.084 2.062 0.475 -0.4469
C 1.087 1.493 0.709 0.7490
C -0.045 0.906 0.461 -0.3857
C -0.419 0.928 -1.002 -0.2417
C -1.695 0.721 -1.375 -0.2135
C -2.747 0.370 -0.430 -0.2624
C -2.322 0.055 0.855 -0.1301
C -0.830 0.053 1.329 -0.4657
H 0.371 1.287 -1.651 0.2321
H -1.935 0.938 -2.425 0.2257
H -3.893 0.286 -0.713 0.2395
H -3.096 -0.282 1.642 0.2149
H -0.722 0.333 2.420 0.2387
H -0.274 -0.989 1.313 0.2405
O 2.027 -0.430 -1.271 -0.7117
C 2.749 -0.351 -0.081 0.0539
S 2.404 -0.980 1.436 -0.0976
S 4.383 0.232 -0.496 0.0745
H 1.052 -0.298 -1.120 0.5243
H 5.100 0.444 0.645 0.1622
```

---

No. 3
Density functional theory data (ωB97M-V/def2-TZVPD) for the molecule C6H14N2O2 in a non-equilibrium geometry.

LUMO level ... 0.8 eV
SMILES ... CC[C@](C)(O)N(N)C(C)=O
Maximum force ... 1.8 eV/A
Energy relative to the best compared isomer or geometry (same formula, charge and spin) ... 42.8 kcal/mol
E_HOMO ... -9.2 eV

Geometry as XYZ:
```
24
Properties=species:S:1:pos:R:3:nbo_charge:R:1
C 0.422 -1.564 1.566 -0.6153
C 0.394 -1.472 0.048 -0.4244
C -0.578 -0.346 -0.561 0.4210
C -2.041 -0.786 -0.401 -0.6345
O -0.355 -0.276 -1.959 -0.7231
N -0.290 0.981 0.003 -0.3496
N -1.182 1.449 1.039 -0.6569
C 1.017 1.523 0.063 0.6746
C 2.033 1.214 -1.005 -0.7151
O 1.259 2.418 0.884 -0.6279
H 0.937 -0.703 2.003 0.2087
H 0.963 -2.464 1.876 0.2167
H -0.582 -1.622 1.994 0.2110
H 0.034 -2.425 -0.362 0.2094
H 1.419 -1.412 -0.328 0.2107
H -2.325 -0.926 0.645 0.2276
H -2.224 -1.719 -0.944 0.2260
H -2.716 -0.037 -0.833 0.2095
H -0.756 0.562 -2.246 0.4717
H -0.594 1.978 1.700 0.3885
H -1.772 2.167 0.615 0.3487
H 3.025 1.200 -0.544 0.2380
H 1.908 0.254 -1.495 0.2404
H 2.004 2.006 -1.759 0.2443
```